{
  "formula": "C34H49ClFN6O2SiTi",
  "method": "wB97M-V/def2-TZVPD",
  "lumo_ev": [2.36, 2.36],
  "orbital_gap_ev": [4.8231, 4.9456],
  "spin_multiplicity": 1,
  "max_force_ev_per_a": 2.48,
  "charge": -1,
  "e_tot_ha": -3503.0724,
  "elements": ["Ti", "C", "C", "C", "C", "C", "C", "C", "C", "C", "C", "C", "C", "C", "C", "C", "C", "C", "H", "H", "H", "H", "H", "H", "H", "H", "H", "H", "H", "H", "H", "H", "H", "H", "H", "H", "H", "H", "H", "H", "H", "H", "H", "H", "H", "H", "H", "C", "Si", "C", "C", "N", "C", "C", "C", "C", "C", "C", "F", "H", "H", "H", "H", "H", "H", "H", "H", "H", "H", "H", "H", "H", "Cl", "C", "C", "C", "C", "O", "C", "C", "O", "C", "H", "H", "H", "H", "N", "N", "N", "C", "N", "N", "H", "H", "H"],
  "xyz": [[-0.109089, 0.265148, 0.509628], [-0.040906, -0.861057, 2.660287], [1.267833, -1.491345, 2.561672], [1.060064, -2.825721, 2.116988], [-0.359707, -3.024676, 2.106906], [-1.035513, -1.884276, 2.501553], [-2.489686, -1.855839, 2.992901], [-2.844818, -3.231854, 3.563410], [-2.628121, -0.817400, 4.113479], [-3.537846, -1.533950, 1.923606], [1.984679, -3.981612, 1.626852], [2.663837, -3.668838, 0.279593], [1.140352, -5.240641, 1.375339], [3.088554, -4.418820, 2.602385], [2.462947, -0.824960, 3.287668], [2.129791, 0.610368, 3.726507], [2.740392, -1.536929, 4.629950], [3.758713, -0.742394, 2.464858], [-0.209392, -0.026597, 3.327430], [-0.851963, -3.951477, 1.828670], [-2.107309, -3.552063, 4.306333], [-2.882479, -3.990823, 2.773281], [-3.832988, -3.191486, 4.038359], [-1.889871, -0.992618, 4.904308], [-3.632075, -0.871392, 4.553482], [-2.483245, 0.198953, 3.727096], [-3.519197, -2.280208, 1.121159], [-4.545504, -1.540222, 2.368694], [-3.359788, -0.552108, 1.495201], [1.905775, -3.575314, -0.501903], [3.345900, -4.484511, -0.000971], [3.237664, -2.739546, 0.312534], [0.381991, -5.070286, 0.602867], [0.635680, -5.573283, 2.288570], [1.796364, -6.048728, 1.032436], [3.910966, -3.702823, 2.643423], [3.512769, -5.374141, 2.265348], [2.688516, -4.560227, 3.609845], [1.399995, 0.614567, 4.542780], [1.737910, 1.207757, 2.913543], [3.045879, 1.085380, 4.098857], [1.794084, -1.722120, 5.153667], [3.363577, -0.888025, 5.261325], [3.255650, -2.477674, 4.524371], [3.645469, -0.024089, 1.645688], [4.050129, -1.706735, 2.041695], [4.583027, -0.391249, 3.096955], [-1.982241, 4.133437, 0.009637], [-2.470041, 2.703289, 1.094138], [-1.666951, 2.909257, 2.771093], [-4.327120, 2.869094, 1.365698], [-2.068254, 1.159453, 0.447850], [-2.713965, 0.640369, -0.651384], [-3.718914, 1.236520, -1.440204], [-4.324236, 0.570828, -2.502181], [-3.965974, -0.725914, -2.847129], [-2.968361, -1.352883, -2.101697], [-2.401362, -0.660608, -1.073671], [-1.404133, -1.285704, -0.335251], [-2.310748, 5.080304, 0.463789], [-2.443164, 4.047543, -0.984769], [-0.894941, 4.176808, -0.130271], [-2.427555, 2.942301, 3.561915], [-1.090144, 3.846830, 2.809334], [-0.976731, 2.089192, 2.986399], [-4.517092, 3.459691, 2.274861], [-4.796409, 1.882812, 1.495150], [-4.831736, 3.375540, 0.529551], [-4.019169, 2.254376, -1.214084], [-5.092167, 1.083582, -3.072843], [-4.448014, -1.244418, -3.667566], [-2.631976, -2.362436, -2.312245], [3.862650, 6.139110, -1.198671], [2.900819, 4.836660, -0.509151], [2.868942, 4.683302, 0.875620], [2.112281, 3.630994, 1.403534], [1.419720, 2.760831, 0.594428], [0.728721, 1.712470, 1.136716], [1.420798, 2.934019, -0.825097], [0.675274, 2.109572, -1.701135], [-0.093842, 1.107108, -1.356613], [2.198996, 4.004542, -1.346197], [3.415111, 5.361339, 1.518928], [2.058720, 3.487127, 2.478482], [0.747007, 2.340858, -2.764739], [2.221142, 4.165800, -2.419122], [1.600619, -2.045141, -3.368720], [1.945745, -1.365908, -2.222018], [2.945240, -0.531424, -2.131457], [2.712509, -0.002614, -0.956592], [1.596382, -0.534079, -0.397517], [1.140644, -1.374956, -1.257093], [2.417946, -2.524556, -3.706153], [1.291762, -1.363836, -4.038338], [3.333396, 0.746700, -0.491741]],
  "forces_ev_per_a": [[-1.92, 1.14, -0.47], [0.07, -0.62, 0.52], [0.05, -0.02, 0.11], [0.01, 0.01, -0.04], [-0.04, -0.07, -0.24], [-0.07, -0.07, 0.01], [0.12, 0.11, -0.11], [0.02, -0.17, 0.14], [0.01, 0.10, 0.03], [-0.11, -0.10, -0.08], [-0.08, 0.19, 0.02], [-0.07, 0.07, -0.05], [-0.10, -0.11, -0.05], [-0.01, 0.12, 0.16], [-0.03, 0.05, -0.09], [0.06, 0.10, 0.02], [-0.20, 0.08, 0.03], [-0.06, -0.08, -0.04], [0.01, 0.13, -0.10], [0.10, 0.22, 0.10], [-0.09, 0.02, -0.05], [0.02, 0.10, 0.12], [0.07, -0.03, -0.05], [-0.10, 0.02, -0.08], [0.10, 0.03, -0.05], [0.00, -0.14, 0.05], [0.01, 0.10, 0.06], [0.18, -0.02, -0.08], [-0.01, 0.07, -0.04], [0.07, -0.01, 0.05], [-0.09, 0.10, 0.06], [-0.01, -0.02, 0.04], [0.14, -0.04, 0.13], [0.06, 0.02, -0.10], [-0.06, 0.05, 0.01], [-0.07, 0.04, 0.11], [-0.03, 0.13, 0.05], [0.05, 0.02, -0.04], [0.08, 0.01, -0.08], [-0.01, 0.05, -0.04], [-0.08, -0.04, 0.00], [0.15, 0.05, -0.09], [-0.07, -0.11, -0.07], [0.13, -0.42, -0.15], [-0.01, -0.10, 0.09], [-0.06, 0.09, 0.02], [-0.05, -0.02, -0.04], [0.19, 0.30, -0.35], [-0.15, -0.19, 0.24], [0.21, 0.11, 0.28], [-0.44, 0.04, 0.02], [-0.09, -0.51, -0.28], [-0.15, 0.08, 0.35], [-0.02, 0.14, 0.00], [0.05, 0.01, 0.04], [-0.03, 0.05, 0.05], [-0.02, -0.16, -0.16], [-0.07, 0.10, 0.09], [-0.09, -0.08, -0.25], [0.05, -0.16, -0.10], [0.11, 0.07, 0.17], [-0.17, 0.03, 0.01], [0.15, -0.01, -0.10], [-0.13, -0.23, 0.03], [-0.06, 0.10, 0.00], [0.00, -0.12, -0.21], [0.07, 0.21, 0.00], [0.07, -0.13, 0.22], [0.00, -0.13, -0.05], [0.05, -0.01, 0.05], [0.05, 0.05, 0.05], [-0.02, 0.08, 0.02], [-0.09, -0.09, 0.06], [-0.24, -0.27, -0.61], [-0.32, -0.49, 0.67], [0.73, 0.96, 0.43], [-0.98, -1.34, -0.12], [1.45, 2.00, -0.28], [-0.45, -0.42, -0.24], [0.11, -0.23, 0.31], [0.74, -0.11, 0.90], [0.23, 0.37, 0.12], [-0.05, -0.07, -0.03], [0.04, 0.01, -0.09], [-0.09, -0.06, -0.06], [0.01, 0.00, 0.08], [0.07, -0.50, 0.06], [0.15, -0.63, -2.03], [0.87, 0.28, -0.27], [0.15, 0.62, 0.89], [1.24, 0.44, 0.09], [-1.25, -1.23, 0.84], [0.24, -0.09, -0.16], [-0.12, 0.24, -0.37], [-0.12, -0.06, -0.02]]
}